Entry 1:
The following is a DFT calculation (the ωB97M-V functional and the def2-TZVPD basis) of a single C3H2FIN2 molecule.

Last column: Mulliken charge in e.
Geometry (Å):
I -2.025 -0.945 -3.159  -0.039
F 0.919 -3.681 2.105  -0.152
N -0.663 -0.460 -0.616  0.067
N 0.345 -1.755 1.033  -0.032
C 0.164 -0.635 0.468  0.059
C 0.152 -2.598 1.903  -0.032
C -1.046 -1.530 -1.330  -0.483
H -0.953 0.398 -0.952  0.231
H 0.801 0.054 0.953  0.380

## Properties
Orbital gap (alpha / beta): 7.697 / 7.694 eV
Energy relative to the best compared isomer or geometry (same formula, charge and spin): 110.51 kcal per mole
HOMO energy (alpha / beta): -8.5 / -8.5 eV
Max |F|: 0.0606 hartree/bohr
Charge: 0

---

Entry 2:
The following is a DFT calculation (the ωB97M-V functional and the def2-TZVPD basis) of a single C3H2FIO2 molecule.

Last column: Mulliken charge in e.
Geometry (Å):
I 2.763 2.321 0.027  0.115
F 1.388 0.431 1.639  -0.133
O 0.402 0.658 -0.432  -0.204
O -1.166 -1.396 1.280  -0.524
C -1.210 -1.201 0.071  0.170
C -0.513 -0.205 -0.738  -0.331
C 1.190 1.020 0.469  0.287
H -0.894 0.093 -1.637  0.407
H -1.961 -1.720 -0.679  0.213

## Properties
Orbital gap (alpha / beta): 7.770 / 7.160 eV
Energy relative to the best compared isomer or geometry (same formula, charge and spin): 62.98 kcal per mole
HOMO energy (alpha / beta): -8.3 / -8.1 eV
Max |F|: 0.0673 hartree/bohr
Charge: 0

---

Entry 3:
The following is a DFT calculation (the ωB97M-V functional and the def2-TZVPD basis) of a molecular structure, C3H2FIrLiO2.

Last column: Mulliken charge in e.
Geometry (Å):
Ir -1.965 2.070 2.084  1.539
F 0.788 1.394 0.456  0.006
O -0.525 -0.974 1.360  -0.301
O -2.064 0.456 1.065  -0.523
C -1.074 0.107 1.800  0.142
C 1.156 -0.743 1.533  0.114
C 1.238 0.668 1.472  0.361
Li -2.380 -1.324 0.212  0.952
H 1.257 -1.051 2.584  0.316
H 1.771 -1.242 0.773  0.394

## Properties
Orbital gap (alpha / beta): 6.676 / 8.397 eV
Energy relative to the best compared isomer or geometry (same formula, charge and spin): 74.81 kcal per mole
HOMO energy (alpha / beta): -23.7 / -25.3 eV
Max |F|: 0.1067 hartree/bohr
2S+1: 5
Charge: +3

---

Entry 4:
The following is a DFT calculation (the ωB97M-V functional and the def2-TZVPD basis) of a molecular structure, C3H2FMnO3.

Last column: Mulliken charge in e.
Geometry (Å):
Mn -1.092 3.868 0.625  1.705
F -1.126 -1.482 -1.407  -0.173
O -0.978 0.165 0.025  -0.299
O 1.230 0.215 -0.089  -0.206
O 0.093 2.178 0.179  -0.519
C -0.571 -1.064 -0.333  0.505
C 0.886 -1.067 0.027  -0.215
C 0.102 1.009 0.061  0.573
H 1.350 -1.545 0.903  0.336
H 0.105 -2.277 0.009  0.294

## Properties
Orbital gap (alpha / beta): 4.237 / 3.654 eV
HOMO energy (alpha / beta): -16.8 / -16.3 eV
Max |F|: 0.1718 hartree/bohr
2S+1: 7
Charge: +2

---

Entry 5:
The following is a DFT calculation (the ωB97M-V functional and the def2-TZVPD basis) of a single C3H2FN3O molecule.

Last column: Mulliken charge in e.
Geometry (Å):
F -2.305 -0.825 0.049  -0.229
O 1.247 0.936 -0.050  -0.204
N 0.101 1.700 0.017  -0.240
N 2.207 -1.048 0.097  -0.590
N -0.094 -1.115 -0.105  -0.418
C -1.095 -0.345 -0.009  0.587
C -1.015 1.107 -0.012  -0.048
C 1.138 -0.485 -0.065  0.500
H 2.960 -0.332 0.206  0.303
H -1.859 1.840 0.198  0.340

## Properties
Orbital gap: 9.529 eV
Energy relative to the best compared isomer or geometry (same formula, charge and spin): 57.66 kcal per mole
SMILES string: [H]/N=c1/nc(F)cno1
HOMO energy: -10.3 eV
Max |F|: 0.0628 hartree/bohr
Charge: 0

---

Entry 6:
The following is a DFT calculation (the ωB97M-V functional and the def2-TZVPD basis) of a single C3H2FN3S molecule.

Last column: Mulliken charge in e.
Geometry (Å):
S 2.334 1.595 -1.117  -0.215
F 1.563 0.118 1.685  -0.265
N -1.187 -0.662 -0.328  0.103
N -0.170 1.081 -1.255  0.022
N -1.190 0.468 -1.148  -0.530
C -0.466 -0.763 0.816  -0.413
C 0.968 0.791 -0.565  0.075
C 0.705 -0.119 0.630  0.466
H -0.597 -1.277 1.629  0.542
H -1.960 -1.232 -0.346  0.214

## Properties
Orbital gap: 7.655 eV
Energy relative to the best compared isomer or geometry (same formula, charge and spin): 50.09 kcal per mole
SMILES string: Fc1c[nH]nnc1=S
HOMO energy: -8.9 eV
Max |F|: 0.1522 hartree/bohr
Charge: 0

---

Entry 7:
The following is a DFT calculation (the ωB97M-V functional and the def2-TZVPD basis) of a single C3H2FNO molecule.

Last column: Mulliken charge in e.
Geometry (Å):
F 0.830 -0.148 -2.622  -0.159
O -0.645 0.083 -0.999  -0.118
N 0.279 0.076 1.131  0.023
C -0.851 0.277 0.328  -0.198
C 0.551 -0.260 -1.331  0.109
C 1.427 -0.172 0.622  -0.189
H 0.375 0.097 2.180  0.267
H -1.965 0.048 0.692  0.264

## Properties
Orbital gap (alpha / beta): 8.076 / 8.074 eV
Energy relative to the best compared isomer or geometry (same formula, charge and spin): 140.35 kcal per mole
HOMO energy (alpha / beta): -7.7 / -7.7 eV
Max |F|: 0.0846 hartree/bohr
Charge: 0

---

Entry 8:
The following is a DFT calculation (the ωB97M-V functional and the def2-TZVPD basis) of a molecular structure, C3H2FNiO2.

Last column: Mulliken charge in e.
Geometry (Å):
Ni -0.284 1.333 -1.993  0.394
F 0.494 -0.676 -1.995  -0.628
O 0.381 1.071 0.951  -0.378
O 1.723 -0.613 1.732  -0.569
C -0.123 -0.729 0.024  -0.315
C 0.793 -0.214 1.074  0.580
C -0.642 0.663 -0.075  0.165
H -0.666 -1.674 0.025  0.286
H -1.676 0.839 0.257  0.466

## Properties
Orbital gap (alpha / beta): 5.697 / 7.457 eV
Energy relative to the best compared isomer or geometry (same formula, charge and spin): 24.19 kcal per mole
HOMO energy (alpha / beta): -7.7 / -10.1 eV
Max |F|: 0.0646 hartree/bohr
2S+1: 4
Charge: 0

---

Entry 9:
The following is a DFT calculation (the ωB97M-V functional and the def2-TZVPD basis) of a molecular structure, C3H2FO2Tb.

Last column: Mulliken charge in e.
Geometry (Å):
Tb 2.895 -0.743 0.534  1.582
F -2.113 1.303 1.153  -0.245
O 0.777 -0.665 -0.508  -0.752
O -2.297 -0.829 0.528  -0.435
C 0.210 0.302 -1.150  0.151
C -1.020 0.804 -0.743  -0.451
C -1.718 0.211 0.359  0.472
H -1.308 1.781 -1.127  0.337
H 0.469 0.441 -2.214  0.341

## Properties
Orbital gap (alpha / beta): 6.654 / 5.310 eV
Energy relative to the best compared isomer or geometry (same formula, charge and spin): 0.00 kcal per mole
HOMO energy (alpha / beta): -11.9 / -11.9 eV
Max |F|: 0.0969 hartree/bohr
2S+1: 8
Charge: +1

---

Entry 10:
The following is a DFT calculation (the ωB97M-V functional and the def2-TZVPD basis) of a molecular structure, C3H2FeO2.

Last column: Mulliken charge in e.
Geometry (Å):
Fe -0.958 -0.957 -2.347  0.892
O -0.360 -1.006 -0.397  -0.453
O 0.159 1.543 -1.677  -0.049
C 0.226 -0.342 1.729  -0.387
C -0.528 -0.508 0.684  0.348
C 0.379 2.584 -2.058  0.063
H -0.159 -0.509 2.734  0.332
H 1.243 -0.805 1.333  0.255

## Properties
Orbital gap (alpha / beta): 6.917 / 6.220 eV
Energy relative to the best compared isomer or geometry (same formula, charge and spin): 17.24 kcal per mole
HOMO energy (alpha / beta): -12.5 / -13.0 eV
Max |F|: 0.1210 hartree/bohr
2S+1: 6
Charge: +1